(1)
Here is 11 unconnected molecules or ions with the total composition C21H52O25S4 from OMol25. Energies are from ωB97M-V/def2-TZVPD.

CARTESIAN COORDINATES (ANGSTROEM)
S 0.757 4.996 -0.454
S 4.316 -2.711 2.463
S -4.574 3.046 -0.506
S 0.258 -0.613 -0.896
O -2.848 -0.337 -4.377
O 3.954 -2.394 -1.994
O 5.466 -3.408 2.948
O -2.362 -4.294 -1.042
O -3.918 2.276 0.836
O 0.624 5.301 0.931
O 2.832 1.628 4.564
O 1.788 -2.031 -3.740
O -6.037 3.114 -0.446
O 0.543 0.019 -2.214
O 1.085 -1.728 -0.436
O -3.998 -5.335 -2.045
O 1.723 2.345 6.403
O 2.597 3.952 5.019
O 0.242 0.628 0.189
O 2.519 1.611 -4.388
O 4.630 -1.380 1.933
O -1.254 -2.557 2.796
O -2.377 -2.637 -4.272
O 2.240 5.605 -1.028
O -0.890 -0.932 -5.018
O -3.963 2.499 -1.720
O -0.313 5.571 -1.287
O 3.122 -2.500 3.661
O -1.988 -5.405 -2.956
C 3.431 -3.535 5.761
C -4.263 0.922 0.952
C 2.332 2.724 5.268
C 3.855 5.914 -2.790
C 2.805 -3.676 4.398
C -2.083 -1.434 -4.560
C 3.470 -3.774 1.170
C 0.923 3.229 -0.946
C -2.172 0.880 -4.492
C 2.562 0.506 5.346
C 2.331 5.767 -2.420
C -1.533 -1.028 -0.832
C 0.264 0.195 1.535
C -3.983 4.764 -0.099
C -2.788 -4.960 -1.954
C -5.586 0.931 1.727
C -4.225 -6.180 -3.237
C -2.813 -6.167 -3.820
C 0.073 1.435 2.460
C 1.607 0.998 6.467
C -0.942 0.427 -5.242
H 4.474 5.149 -2.320
H 3.433 0.150 5.896
H 2.635 1.524 -3.441
H -2.911 4.724 0.096
H 1.722 -3.793 4.358
H -2.418 -7.183 -3.796
H -1.581 -1.913 -1.466
H 3.935 -1.441 -1.907
H 3.119 -4.666 1.689
H -5.973 -0.064 1.945
H 3.247 -4.553 3.926
H 1.960 -0.289 4.904
H -1.971 1.221 -3.477
H -4.562 5.118 0.754
H 0.045 2.746 -0.517
H -0.599 -0.463 1.633
H -4.360 0.484 -0.042
H -4.719 -5.529 -3.959
H 0.948 2.085 2.487
H 2.915 -2.758 6.324
H 4.502 -3.377 5.891
H -2.174 -0.318 -1.353
H -0.817 1.941 2.085
H -3.421 0.348 1.337
H -0.141 0.946 -4.715
H -2.778 -5.784 -4.840
H -2.777 1.583 -5.064
H 1.611 -1.587 -4.569
H -2.049 -2.048 2.958
H 3.095 -2.620 -2.352
H 1.206 -0.315 1.737
H 3.373 1.898 -4.709
H -1.895 -1.285 0.164
H 1.733 6.622 -2.736
H 1.966 4.881 -2.939
H 1.848 0.595 7.451
H -1.564 -3.360 2.377
H -6.353 1.488 1.188
H 4.061 5.772 -3.851
H 0.600 0.603 6.334
H -4.128 5.356 -1.002
H 3.070 -4.386 6.338
H 2.625 -3.281 0.690
H -0.963 0.631 -6.313
H 1.417 -1.453 -3.074
H -5.442 1.375 2.712
H 0.011 1.151 3.511
H 1.043 3.155 -2.027
H -4.759 -7.127 -3.167
H 4.289 6.884 -2.547
H 1.895 2.918 -0.565
H 4.138 -4.019 0.345

The value obtained for the lowest unoccupied orbital energy is -0.07 eV. The HOMO energy is -10.48 eV. As for the largest force on an atom: 6.46 eV Å⁻¹. The spin multiplicity is 1. The SMILES is CCOS(C)(=O)=O.CCOS(C)(=O)=O.CCOS(C)(=O)=O.CCOS(C)(=O)=O.O=C1OCCO1.O=C1OCCO1.O=C1OCCO1.O.O.O.O.


(2)
Here is a molecular structure, C21H53AsF6MgN2O15 from OMol25. Energies are from ωB97M-V/def2-TZVPD.

CARTESIAN COORDINATES (ANGSTROEM)
As -1.710 -0.710 0.405
Mg -0.196 -0.233 -2.950
F -0.098 -0.657 1.082
F -3.218 -0.791 -0.472
F -0.940 -0.344 -1.177
F -2.528 -1.047 1.919
F -1.839 1.001 0.645
F -1.477 -2.393 0.031
O -1.584 1.036 -3.598
O -0.675 4.497 7.616
O 1.213 -1.548 -2.558
O 0.656 -6.637 -0.607
O 2.170 2.408 -3.741
O 4.081 2.258 0.924
O -1.510 -1.645 -3.402
O -0.576 2.291 4.820
O -3.692 3.442 -0.842
O -5.820 3.190 -0.591
O 0.956 1.214 -2.402
O 0.311 -0.511 -4.817
O 1.199 -4.071 1.294
O 2.554 2.449 -1.611
O 1.726 3.433 0.901
N -4.668 3.038 -0.241
N 1.916 2.037 -2.576
C -1.718 -3.043 -3.229
C 5.314 1.538 0.999
C 0.000 5.639 8.049
C -2.842 0.379 -3.469
C 3.225 1.856 1.993
C 1.674 -0.931 -4.824
C -0.050 0.217 -5.991
C 0.064 -4.187 2.143
C -1.366 1.550 3.949
C 1.775 2.203 1.553
C 1.682 -6.684 -1.572
C -1.637 2.464 -3.555
C 1.922 -1.956 -3.723
C -2.742 -1.065 -3.910
C -4.434 2.402 1.059
C -1.177 2.918 5.930
C -0.112 3.877 6.470
C 0.383 3.905 0.848
C 1.406 -2.435 -1.444
C 1.944 -5.247 1.083
C 1.170 -6.494 0.702
H -1.358 2.166 6.702
H 0.967 -3.407 -1.674
H -3.627 0.823 -4.090
H 3.458 2.382 2.926
H 0.765 3.276 6.733
H 2.271 -5.758 -1.584
H -0.824 -0.382 -6.479
H 0.408 -4.625 3.090
H -2.078 3.465 5.641
H -0.719 0.964 3.288
H 0.227 4.739 0.167
H -2.167 -3.303 -2.267
H 2.987 -2.059 -3.504
H -5.242 2.596 1.754
H 0.106 4.170 1.872
H -2.384 2.918 -4.203
H -0.398 5.960 9.014
H -0.389 1.221 -5.766
H 0.939 -2.029 -0.554
H -2.740 -1.144 -5.001
H 2.538 -5.571 1.948
H 2.686 -5.002 0.322
H 0.193 4.709 5.827
H 1.129 2.221 2.439
H 1.834 -7.350 0.892
H 2.474 -2.525 -1.236
H 2.400 -7.473 -1.325
H 1.633 -2.955 -4.071
H 5.916 2.082 0.268
H 3.349 0.779 2.129
H -0.203 6.437 7.322
H -3.434 2.592 1.430
H -3.641 -1.595 -3.594
H -4.393 1.328 0.854
H 5.212 0.486 0.724
H 1.278 -6.770 -2.577
H 1.076 5.556 8.244
H -0.755 -4.744 1.689
H -2.321 -3.509 -4.008
H -0.219 3.087 0.437
H 0.723 0.283 -6.758
H -0.729 -3.503 -3.220
H -1.894 2.212 3.251
H -0.626 2.815 -3.758
H 5.756 1.682 1.989
H -3.127 0.501 -2.422
H -1.927 0.758 4.462
H -0.128 -3.138 2.366
H -1.815 2.748 -2.513
H 0.339 -6.582 1.405
H 1.552 1.386 0.856
H 2.385 -0.105 -4.760
H 1.807 -1.428 -5.790

Its energy above the lowest of the compared OMol25 structures with the same formula, charge and spin is 0.918 eV. The value obtained for the lowest unoccupied orbital energy is -0.24 eV. The HOMO energy is -8.40 eV. As for the largest force on an atom: 2.97 eV Å⁻¹. The spin multiplicity is 1.